An isolated molecule of C15H22N2O2S. Source: the OMol25 dataset; level of theory: wB97M-V/def2-TZVPD.

XYZ file:
```
42
Properties=species:S:1:pos:R:3:mulliken_charge:R:1
S 2.6185 0.2726 -0.7206 -0.2846
O 2.6545 -2.6889 0.7519 -0.5547
O -0.9147 -3.3037 0.2489 -0.5910
N 0.3115 1.4605 0.0006 -0.7180
N 0.0514 -0.6237 -0.7970 0.3354
C -4.9468 -0.4972 -0.4001 -1.7275
C -4.5832 2.1785 0.6627 -1.6125
C 0.3948 -3.0133 -0.1705 0.2167
C -2.1232 1.9152 0.3785 -1.1649
C 5.4867 1.1909 0.4703 -1.1467
C -1.0277 1.1555 -0.0068 0.2344
C -3.5666 0.0709 -0.2625 1.1145
C 0.4097 -1.9294 -1.2767 -1.1449
C 0.9008 0.3997 -0.4710 0.2602
C -1.2138 -0.1502 -0.5088 0.3220
C -2.4787 -0.6953 -0.6469 -1.1462
C 3.1072 1.8857 -0.0149 -0.6076
C 1.2846 -2.6523 1.0364 -0.6241
C -3.3881 1.3711 0.2524 1.3827
C 4.5775 2.1638 -0.2703 -0.4821
H 4.7760 2.1087 -1.3430 0.2941
H 0.9829 -1.6726 1.4389 0.3048
H 5.3070 1.2411 1.5420 0.3080
H -4.9083 -1.5059 -0.8033 0.3809
H -5.2561 2.3273 -0.1812 0.3382
H -1.9795 2.9125 0.7629 0.3739
H 1.4078 -1.8737 -1.7189 0.5924
H 2.8839 1.8417 1.0507 0.3589
H 6.5302 1.4312 0.2840 0.3444
H 1.1142 -3.4058 1.8105 0.3778
H -2.6222 -1.6879 -1.0477 0.3871
H 2.8917 -1.9175 0.2183 0.2555
H -5.5519 0.1185 -1.0648 0.3397
H -5.4481 -0.5304 0.5666 0.3404
H 5.3041 0.1712 0.1378 0.3418
H 4.7859 3.1851 0.0577 0.3396
H -5.1428 1.6690 1.4465 0.3356
H -0.3046 -2.2260 -2.0509 0.2578
H 2.4599 2.6249 -0.4845 0.4352
H -1.2801 -2.5321 0.7007 0.4335
H 0.7717 -3.9415 -0.6130 0.4385
H -4.2762 3.1522 1.0351 0.3607
```

Summary:
**Energy above the lowest of the compared OMol25 structures with the same formula, charge and spin**: 11.5 kcal per mole
**Molecular weight**: 294.4 g/mol
**Total charge**: 0
**SMILES**: CCCSc1nc2cc(C)c(C)cc2n1C[C@H](O)CO

---

An isolated molecule of C7H6 in a non-equilibrium geometry. Source: the OMol25 dataset; level of theory: wB97M-V/def2-TZVPD.

XYZ file:
```
13
Properties=species:S:1:pos:R:3:mulliken_charge:R:1
C 0.7765 0.0821 1.0615 -0.8965
C -1.3844 -0.7004 -0.1080 -0.6067
C 1.2307 0.6786 -0.3901 -0.2504
C -0.0605 1.1480 0.3070 0.0017
C -1.3950 0.6768 -0.0977 -0.5990
C 1.1487 -0.7065 -0.3976 -0.2317
C -0.0337 -1.1150 0.4048 0.0801
H 0.1309 -2.1481 0.6250 0.4450
H -2.1884 -1.4532 -0.2968 0.3587
H -0.0142 2.2471 0.4384 0.4077
H 1.8870 1.3498 -0.7242 0.4620
H 1.9353 -1.4532 -0.4611 0.2796
H -2.0328 1.3940 -0.3611 0.5494
```

Summary:
**Energy above the lowest of the compared OMol25 structures with the same formula, charge and spin**: 72.6 kcal per mole
**Molecular weight**: 90.1 g/mol
**Total charge**: 0
**SMILES**: C1=C[C@H]2[C@H]3[C@H]4[C@@H]1[C@@]342

---

An isolated molecule of C18H26ClN3. Source: the OMol25 dataset; level of theory: wB97M-V/def2-TZVPD.

XYZ file:
```
48
Properties=species:S:1:pos:R:3:mulliken_charge:R:1
Cl 1.5279 5.8921 0.9142 -0.2208
N -2.3554 2.9117 2.1111 -0.7132
N 1.7648 -1.7510 0.2792 0.9046
N -1.7066 0.2784 -1.0840 0.0684
C 0.8116 3.6750 -0.4459 -1.0200
C 0.5231 4.5110 0.6407 0.3905
C 2.5625 -0.9217 1.1668 -0.7565
C -1.3426 3.1188 1.2492 -0.0032
C -1.0044 -2.0411 -0.7990 -0.5973
C -3.1131 1.8642 1.9122 -0.5470
C -1.0655 2.2602 0.1479 1.0745
C 3.0508 -1.6918 -1.8245 -1.1990
C -2.1437 -1.0952 -1.2067 0.0690
C -0.6566 -1.9320 0.6839 0.2417
C 2.5862 -2.5287 -0.6344 -0.7749
C 0.0286 2.5772 -0.6800 -0.3777
C -1.9085 1.1120 -0.0315 0.3165
C -2.9431 0.9450 0.8812 -0.5603
C 1.7763 0.2530 1.7377 -1.1110
C -0.5268 4.2480 1.4735 -0.6604
C 0.7337 -2.5088 0.9746 -1.6367
C -2.5748 -1.3440 -2.6517 -1.6817
H 2.1929 -1.2618 -2.3353 0.2095
H 1.6487 3.9036 -1.0865 0.4240
H -3.9211 1.7306 2.6210 0.3942
H 2.4449 0.9010 2.2992 0.5169
H 3.5966 -2.3191 -2.5249 0.4154
H 3.7026 -0.8811 -1.5114 0.3293
H 3.3986 -0.5238 0.5890 0.4241
H 2.9855 -1.5176 1.9971 0.3121
H 3.4652 -2.9615 -0.1258 0.4361
H 1.9852 -3.3566 -1.0177 0.3940
H 0.7515 -3.5570 0.6580 0.5115
H -1.7289 -1.2252 -3.3256 0.3121
H -1.4000 -2.4587 1.2858 0.4684
H 1.3295 0.8331 0.9348 0.1347
H -0.1151 -1.7842 -1.3778 -0.0942
H -2.9645 -2.3521 -2.7620 0.4216
H -1.2825 -3.0679 -1.0425 0.3904
H -3.3493 -0.6376 -2.9398 0.4371
H -0.6641 -0.8838 0.9802 -0.2525
H -0.7624 4.8809 2.3133 0.5047
H -3.6241 0.1132 0.8066 0.3765
H -2.9998 -1.2542 -0.5479 0.5091
H 0.9078 -2.4953 2.0579 0.3921
H -0.8877 0.4707 -1.6406 0.2051
H 0.2779 1.9534 -1.5271 0.3467
H 0.9885 -0.0815 2.4072 0.2756
```

Summary:
**Energy above the lowest of the compared OMol25 structures with the same formula, charge and spin**: 0.0 kcal per mole
**Molecular weight**: 319.9 g/mol
**Total charge**: 0
**SMILES**: CCN(CC)CCC[C@H](C)Nc1ccnc2cc(Cl)ccc12

---

A structure of composition C43H55ClLiN6O2S. Source: the OMol25 dataset; level of theory: wB97M-V/def2-TZVPD.

XYZ file:
```
109
Properties=species:S:1:pos:R:3:mulliken_charge:R:1
Cl 8.6713 -3.5100 -3.4389 -0.2354
S -5.2556 -6.5980 -4.4468 -0.2710
O 3.4088 1.7588 0.9170 -0.6668
O -6.9416 -4.5948 -4.1027 -0.5315
N 0.4711 -0.6888 0.6518 0.4940
N -0.5143 -1.2124 3.5665 -0.3120
N 2.2375 -0.0597 -0.4436 1.4483
N -1.8010 -1.4778 3.8184 0.4772
N -1.9838 1.2100 -0.0430 0.5285
N 2.3945 -1.3886 -0.2442 -1.3589
C -3.4137 -4.8416 -3.4324 -0.2599
C -3.8887 0.7727 -1.5321 -1.6176
C -3.3124 -4.1478 -1.1099 0.2431
C 1.0734 0.3329 0.0957 -0.4220
C 3.1941 0.7035 -1.2155 -1.7647
C -1.5365 0.3733 -2.2388 -1.2884
C 0.0737 -1.1688 4.7494 0.5104
C -1.8303 2.8032 3.2348 0.8928
C -3.3430 4.1024 1.8903 0.7380
C -2.8404 -4.0815 -2.4305 -0.6463
C -4.9041 -5.8365 -1.8222 -0.2028
C -4.3295 -5.0713 -0.8249 -0.5840
C -1.6442 1.9494 2.1740 -0.4186
C -2.4861 -2.4353 0.7335 -0.6384
C -3.1666 3.2282 0.8251 -0.4980
C -3.4304 -1.9008 5.6655 -1.2710
C 1.9861 3.3845 -1.0481 -1.9064
C 7.8989 -2.3829 -2.3604 0.4088
C -2.4475 1.3008 -1.4158 1.6078
C 3.9034 1.8474 -0.4115 1.9530
C -2.0657 -1.6178 5.1311 0.7899
C 5.4486 1.6786 -0.4156 -1.1662
C 6.3083 -1.9206 -0.6353 -0.1197
C -4.4616 -5.7029 -3.1317 0.0532
C 3.5152 3.2367 -1.0214 1.9627
C 7.6689 -0.1642 -1.5126 -0.0675
C -2.8192 -3.2542 -0.1185 -0.7134
C -2.6846 3.9065 3.0976 -0.8819
C -6.6770 -5.5630 -4.7593 0.7182
C 8.2860 -1.0541 -2.3766 -0.8459
C -1.0965 2.5592 4.5309 -1.4268
C 1.5314 -0.8544 4.8589 -1.1658
C -7.4964 -6.0423 -5.9324 -1.0416
C -2.3464 2.7148 -2.0476 -1.9403
C 4.0628 4.3861 -0.1616 -1.9061
C 6.0332 0.4314 0.3005 -1.2978
C 1.3072 -1.7241 0.4179 -0.8237
C 4.0768 3.3891 -2.4400 -2.0082
C 6.6652 -0.5784 -0.6364 0.2539
C 6.9148 -2.8266 -1.4957 -0.7907
C -2.2868 2.1113 0.9021 0.3565
C -4.2479 5.2964 1.7021 -1.6571
C -0.8639 -1.4172 5.7768 -1.0936
Li -1.5920 -0.6375 0.7460 1.1150
H 1.5605 3.1278 -0.0781 0.3099
H -3.7422 3.4140 -0.0725 0.1660
H 3.8152 5.3365 -0.6363 0.4729
H 3.9217 -0.0051 -1.6014 0.3537
H 1.7161 4.4166 -1.2761 0.5828
H 3.6106 4.3939 0.8327 0.4725
H 1.5200 2.7509 -1.8044 0.2139
H 9.0614 -0.7232 -3.0541 0.3963
H 1.1006 -2.7269 0.7548 0.5148
H 5.7934 1.6796 -1.4505 0.7180
H -3.7000 -2.9500 5.5297 0.2739
H -7.4000 -5.3212 -6.7446 0.2706
H -5.7045 -6.5269 -1.5895 0.3976
H -0.6755 -1.4521 6.8378 0.3772
H -2.0298 -3.4031 -2.6629 0.3959
H -3.0585 -4.7627 -4.4520 0.4145
H -1.5164 -0.6233 -1.7902 -0.0003
H -4.4920 5.7694 2.6544 0.3671
H 3.6276 4.2604 -2.9195 0.5170
H 5.1584 3.5351 -2.4247 0.3834
H 7.9800 0.8747 -1.5210 0.4220
H -3.3067 3.2321 -2.0444 0.4041
H -5.1776 5.0027 1.2107 0.3493
H -3.7631 6.0459 1.0707 0.2890
H -1.8923 0.2829 -3.2692 0.6272
H -3.9239 -0.2672 -1.1996 0.2230
H -2.0111 2.6502 -3.0860 0.4258
H 0.6848 1.3382 0.0791 0.0434
H -4.2568 0.8259 -2.5621 0.4355
H 1.7162 0.1950 4.6187 0.2058
H -0.3353 1.7906 4.3934 -0.0338
H 5.2697 -0.0371 0.9214 0.4399
H 2.6603 1.1266 -2.0640 0.2987
H 5.5237 -2.2650 0.0180 0.3628
H -1.7769 2.2188 5.3158 0.2964
H 3.8608 2.5179 -3.0611 0.3077
H -4.1719 -1.2852 5.1549 0.3166
H 2.0961 -1.4564 4.1461 0.2944
H 6.6169 -3.8661 -1.4943 0.4075
H 6.8249 0.7725 0.9717 0.4047
H -0.9581 1.1129 2.2791 0.0432
H -2.4136 -1.5927 3.0189 -0.1275
H -4.5486 1.3592 -0.8892 0.3165
H 3.8495 2.4241 1.4561 0.6089
H -3.4652 -1.6751 6.7295 0.3337
H -2.8354 4.5916 3.9263 0.2696
H 5.8670 2.5678 0.0592 0.1187
H -7.1652 -7.0199 -6.2776 0.3495
H 1.8985 -1.0503 5.8656 0.3660
H -1.6335 3.3248 -1.4898 0.3426
H -4.6785 -5.1626 0.1952 0.4621
H -8.5451 -6.0785 -5.6390 0.2903
H -0.6104 3.4732 4.8807 0.4116
H -0.5167 0.7688 -2.2510 0.0001
H 5.1476 4.3468 -0.0556 0.3856
```

Summary:
**Molecular weight**: 762.4 g/mol
**Total charge**: -1

---

A structure of composition C15H22AlBrFN7O2Si in a non-equilibrium geometry. Source: the OMol25 dataset; level of theory: wB97M-V/def2-TZVPD.

XYZ file:
```
50
Properties=species:S:1:pos:R:3:mulliken_charge:R:1
Br -1.5930 -1.1583 1.6330 0.0281
Si 2.5955 -0.8254 -0.2813 0.0089
Al -0.3120 0.7269 -0.0553 -0.6187
F -0.4709 1.7428 1.4736 -0.1557
O 0.3782 1.9402 -1.2053 -0.4264
O -0.7931 2.8161 -2.7810 -0.6896
N -3.9456 1.8568 -0.4897 -0.2486
N -1.7311 1.9693 -0.9590 0.1499
N -0.7164 2.2898 -1.7096 0.8909
N -3.2981 3.1170 -2.3109 -0.3351
N -1.1813 -0.7641 -1.0120 0.4177
N -3.5904 1.0130 0.5659 -0.4021
N 1.2108 -0.0715 0.5977 0.9253
C 1.3558 0.2699 1.9270 0.4217
C -2.9974 2.3370 -1.2916 0.8016
C 1.4504 1.1682 4.6030 -0.5250
C -1.2377 -1.0285 -2.3247 -0.0965
C -2.1186 -2.9223 -0.5609 -0.7631
C 0.5178 1.7208 3.7346 -1.1795
C 2.7607 -2.6763 0.1566 -1.1388
C -1.7389 -2.2162 -2.8177 -0.9019
C 2.0858 -0.7634 -2.1165 -1.0100
C 2.3053 0.1746 4.1475 -0.9691
C 0.5045 1.2361 2.4576 0.8733
C -1.6348 -1.6930 -0.1641 0.4500
C 4.1221 0.2341 0.0920 -1.0984
C 2.2687 -0.2718 2.8399 -0.4436
C -2.1565 -3.1960 -1.9225 -0.2843
H 4.9501 -0.0557 -0.5469 0.4477
H 3.3498 -2.8549 1.0492 0.4092
H -0.1551 2.5000 4.0492 0.5153
H -3.5316 1.5281 1.4478 0.2820
H 1.6128 0.1790 -2.3811 0.2057
H 1.4334 -1.5875 -2.3945 0.2607
H -2.4483 -3.6381 0.1747 0.5224
H 4.4702 0.1370 1.1153 0.3980
H -1.7906 -2.3658 -3.8843 0.5008
H 2.9738 -0.8544 -2.7309 0.5343
H -4.2964 0.2885 0.6812 0.2944
H 3.0178 -0.2655 4.8261 0.4513
H -4.2464 3.4109 -2.4927 0.1924
H -4.9117 2.1419 -0.6233 0.1784
H -0.8527 -0.2635 -2.9845 0.5506
H 3.2804 -3.1775 -0.6546 0.3863
H -2.5029 -4.1550 -2.2737 0.4695
H 3.9303 1.2900 -0.0823 0.3296
H 2.9356 -1.0509 2.5178 0.3972
H 1.8064 -3.1813 0.2802 0.3495
H 1.4971 1.5172 5.6215 0.4450
H -2.5616 3.4317 -2.9403 0.1985
```

Summary:
**Energy above the lowest of the compared OMol25 structures with the same formula, charge and spin**: 6.5 kcal per mole
**Molecular weight**: 486.4 g/mol
**Total charge**: +2

---

An isolated molecule of C3H2Cl2N2 in a non-equilibrium geometry. Source: the OMol25 dataset; level of theory: wB97M-V/def2-TZVPD.

XYZ file:
```
9
Properties=species:S:1:pos:R:3:mulliken_charge:R:1
Cl 2.7124 1.6102 0.7481 -0.1309
Cl -3.1748 0.9259 0.6642 -0.0890
N 1.2799 -0.5226 -0.4100 -0.5142
N 0.1001 -1.0418 -0.6807 0.1267
C -2.0468 -0.2883 0.0697 0.0970
C 1.4225 0.5707 0.3227 0.0886
C -0.9142 -0.2515 -0.4230 -0.0532
H 0.2004 -1.9668 -0.9793 0.2340
H 0.4204 0.9643 0.6882 0.2409
```

Summary:
**Energy above the lowest of the compared OMol25 structures with the same formula, charge and spin**: 130.9 kcal per mole
**Molecular weight**: 137.0 g/mol
**Total charge**: 0
**SMILES**: ClC#CN/N=C/Cl

---

Going through the records in order, we get gap between HOMO and LUMO values of 8.675; 8.592; 8.442; 5.167; 5.847; 7.679 eV.